{"formula": "C6H9N2S", "method": "the ωB97M-V functional and the def2-TZVPD basis", "homo_lumo_gap_ev": 8.678, "largest_force_ev_per_a": 6.596, "homo_ev": -12.32, "e_above_lowest_kcal_mol": 33.3, "charge": 1, "elements": ["C", "C", "C", "C", "C", "C", "N", "N", "S", "H", "H", "H", "H", "H", "H", "H", "H", "H"], "xyz": [[-0.763, -1.587, -0.011], [-1.752, -0.651, -0.020], [0.033, 0.723, 0.035], [1.822, -1.208, -0.238], [2.530, 0.067, 0.230], [-2.133, 1.811, -0.003], [0.456, -1.075, 0.109], [-1.260, 0.655, 0.007], [1.468, 1.565, -0.079], [-0.925, -2.649, -0.019], [-2.808, -0.833, 0.004], [1.955, -1.374, -1.316], [2.269, -2.049, 0.303], [2.710, 0.051, 1.304], [3.469, 0.228, -0.292], [-2.167, 2.253, -0.999], [-3.137, 1.512, 0.288], [-1.768, 2.561, 0.697]], "lowdin_charge": [-0.076, -0.033, -0.372, -0.212, -0.344, 0.027, 0.018, -0.128, 1.052, 0.141, 0.127, 0.138, 0.145, 0.091, 0.091, 0.116, 0.108, 0.111]}